*A*
DFT (ωB97M-V/def2-TZVPD) results for 2 unconnected molecules or ions with the total composition C4H9O.

```
! wB97M-V def2-TZVPD RIJCOSX def2/J DEFGRID3
* xyz -1 1
O 2.14246 -0.26604 0.75824
C 2.73400 0.04059 -0.45221
C -2.22588 0.09216 0.06690
C -2.22186 -0.26446 -1.21530
C -1.00488 0.32541 0.89815
H 2.64320 1.12697 -0.66333
H -0.05514 0.00516 0.44400
H 3.81181 -0.21871 -0.45952
H -1.01240 -0.27069 1.81689
H 2.20565 -0.45724 -1.30227
H -3.04536 -0.66186 -1.79532
H -1.28417 -0.30546 -1.76379
H -3.18405 0.22411 0.57009
H -1.07617 1.37199 1.21778
*
```

## Properties
LUMO level: 3.941 eV
E_HOMO: -1.884 eV
HOMO-LUMO gap: 5.82 eV

***

*B*
DFT (ωB97M-V/def2-TZVPD) results for 2 unconnected molecules or ions with the total composition C4H9O.

```
! wB97M-V def2-TZVPD RIJCOSX def2/J DEFGRID3
* xyz -1 1
O 1.03919 0.20009 1.67331
C 0.68571 -1.07596 1.96645
C 0.54953 0.19731 -1.67668
C -1.84612 0.69487 -1.29157
C -0.68533 0.26489 -0.74244
H -0.08288 0.49936 0.18218
H -2.84309 0.47264 -0.94462
H 0.31049 -1.70992 1.11144
H 0.38815 0.84369 -2.56335
H 0.03990 -1.24106 2.83910
H 1.58479 -1.70577 2.28609
H -1.71628 0.99773 -2.33638
H 1.52266 0.27977 -1.19535
H 0.53361 -0.81174 -2.12504
*
```

## Properties
LUMO level: 4.217 eV
E_HOMO: -2.390 eV
HOMO-LUMO gap: 6.61 eV

***

Which of them is the least stable? Correct choice: *B*.